Entry P
The molecule C12H20N2, computed with ωB97M-V with the def2-TZVPD basis set.

As for the LUMO energy: 0.83 eV. For the gap between HOMO and LUMO, the calculation gives 8.09 eV. Its structure (SMILES) is C=C1CCCC[C@]1(C)CN(C)C=C=N.

```
! RIJCOSX wB97M-V def2-TZVPD def2/J DEFGRID3
* xyz 0 1
C 1.000 -1.511 -1.408
C 0.438 -0.918 -0.345
C -0.731 -1.589 0.262
C -0.379 -2.179 1.614
C 0.504 -1.227 2.469
C 0.318 0.243 1.908
C 0.853 0.325 0.429
C 2.354 0.453 0.490
C 0.138 1.530 -0.219
N -1.259 1.271 -0.664
C -2.363 2.190 -0.375
C -1.351 0.686 -1.977
C -0.410 0.628 -2.871
N 0.308 0.688 -3.825
H 0.658 -2.476 -1.744
H 1.907 -1.191 -1.786
H -1.171 -2.395 -0.366
H -1.520 -0.926 0.350
H 0.151 -3.166 1.309
H -1.334 -2.425 2.093
H 0.211 -1.218 3.544
H 1.613 -1.477 2.517
H -0.717 0.451 2.026
H 0.717 0.933 2.528
H 2.841 0.544 -0.541
H 3.055 -0.278 0.963
H 2.530 1.307 0.997
H 0.083 2.176 0.699
H 0.689 2.253 -0.896
H -2.063 3.123 0.009
H -2.808 2.384 -1.449
H -2.982 1.613 0.365
H -2.343 0.194 -2.097
H 1.064 -0.018 -4.010
*
```



Entry Q
The molecule C12H20N2, computed with ωB97M-V with the def2-TZVPD basis set.

As for the LUMO energy: 0.88 eV. For the gap between HOMO and LUMO, the calculation gives 7.93 eV. Its structure (SMILES) is CC1=CC[C@H](C2=CN(C)NC2)C1(C)C.

```
! RIJCOSX wB97M-V def2-TZVPD def2/J DEFGRID3
* xyz 0 1
C 2.511 -1.984 -0.091
C 1.941 -0.725 0.486
C 1.586 -0.477 1.759
C 0.836 0.676 1.930
C 0.481 1.143 0.525
C -0.949 0.787 0.415
C -1.418 -0.446 0.346
N -2.804 -0.519 0.353
C -3.391 -1.617 -0.429
N -3.245 0.759 -0.252
C -2.134 1.688 0.080
C 1.450 0.376 -0.410
C 0.780 -0.183 -1.667
C 2.558 1.423 -0.848
H 2.048 -2.796 0.509
H 3.499 -2.231 -0.231
H 1.930 -2.043 -0.974
H 1.840 -1.096 2.625
H -0.011 0.741 2.592
H 1.403 1.479 2.567
H 0.533 2.296 0.446
H -0.709 -1.345 0.578
H -3.175 -2.532 0.067
H -4.441 -1.453 -0.530
H -3.039 -1.526 -1.487
H -4.160 0.972 0.114
H -2.491 2.401 0.864
H -1.837 2.231 -0.780
H 1.562 -0.409 -2.462
H 0.176 0.581 -2.024
H 0.236 -1.123 -1.473
H 3.115 1.661 0.143
H 2.025 2.248 -1.171
H 3.291 1.044 -1.570
*
```



The structure with the least stability is entry P.



Entry P
The molecule C4H2Br2N2O2, computed with ωB97M-V with the def2-TZVPD basis set.

As for the LUMO energy (spin up / spin down): -0.42 / -0.42 eV. For the gap between HOMO and LUMO (spin up / spin down), the calculation gives 8.71 / 8.71 eV.

```
! RIJCOSX wB97M-V def2-TZVPD def2/J DEFGRID3
* xyz 0 1
C -0.097 -0.903 -0.037
C -0.302 -1.958 0.728
C -1.321 -1.892 1.827
C -1.702 -0.488 2.149
N -0.573 0.377 0.281
N -1.283 0.626 1.386
O -1.593 1.821 1.596
O -1.817 -2.763 2.489
Br 0.411 -3.567 0.263
Br -3.149 -0.261 3.342
H 0.349 -1.117 -1.086
H -0.305 1.252 -0.183
*
```



Entry Q
A structure of composition C4H2Br2N2O2, computed with ωB97M-V with the def2-TZVPD basis set.

As for the LUMO energy (spin up / spin down): -0.93 / -0.93 eV. For the gap between HOMO and LUMO (spin up / spin down), the calculation gives 6.99 / 6.98 eV.

```
! RIJCOSX wB97M-V def2-TZVPD def2/J DEFGRID3
* xyz 0 1
C -0.001 -1.426 -0.013
C 1.171 -0.672 -0.001
C 1.256 0.742 0.009
C -1.241 -0.907 -0.003
N -0.011 1.423 0.002
N -1.209 0.935 0.012
O -2.244 1.557 0.016
O 2.239 1.447 0.018
Br 2.831 -1.576 -0.003
Br -2.970 -1.462 -0.004
H 0.090 -2.506 -0.026
H 0.089 2.444 -0.007
*
```



The structure with the least stability is entry Q.



Entry P
A structure of composition C3H6N4O2, computed with ωB97M-V with the def2-TZVPD basis set.

As for the LUMO energy: -0.14 eV. For the gap between HOMO and LUMO, the calculation gives 9.71 eV.

```
! RIJCOSX wB97M-V def2-TZVPD def2/J DEFGRID3
* xyz 0 1
C 1.602 -0.237 -0.131
C -0.671 0.127 0.185
C -2.149 -0.436 -0.037
H 3.331 -0.536 0.893
H 2.256 -1.532 1.241
H 1.359 1.673 -0.881
H -1.784 1.996 -0.141
H 0.059 2.195 0.157
H -3.113 -1.952 -0.685
N 2.692 -1.405 0.025
N 2.157 0.850 -0.616
N 0.233 -0.704 -0.010
N -0.731 1.425 0.323
O -2.120 -1.757 -0.249
O -3.122 0.292 -0.072
*
```



Entry Q
A cluster of 2 separate species, C3H6N4O2 in total, computed with ωB97M-V with the def2-TZVPD basis set.

As for the LUMO energy: -0.98 eV. For the gap between HOMO and LUMO, the calculation gives 8.25 eV.

```
! RIJCOSX wB97M-V def2-TZVPD def2/J DEFGRID3
* xyz 0 1
C 1.560 -0.285 -0.138
C -0.576 -0.782 0.001
C -2.650 0.469 -0.284
H 0.092 2.008 -0.740
H 3.140 0.832 0.925
H 2.808 -2.107 0.029
H -0.223 -1.612 0.356
H -2.272 -1.274 0.898
H -1.859 1.144 -0.868
N 2.359 0.795 0.038
N 1.749 -1.531 -0.125
N 0.187 0.084 -0.465
N -1.981 -0.687 0.129
O 1.471 2.218 0.131
O -3.805 0.731 0.112
*
```



The structure with the least stability is entry Q.



Entry P
The molecule CH3ClI2Si, computed with ωB97M-V with the def2-TZVPD basis set.

As for the LUMO energy: -0.24 eV. For the gap between HOMO and LUMO, the calculation gives 9.37 eV. Its structure (SMILES) is C[Si](Cl)(I)I.

```
! RIJCOSX wB97M-V def2-TZVPD def2/J DEFGRID3
* xyz 0 1
C -1.245 0.042 0.113
Si 0.898 0.046 -0.174
Cl 1.147 0.104 -2.176
I 2.104 1.908 1.022
I 1.913 -1.949 0.786
H -1.706 0.390 -0.736
H -1.394 -1.125 0.213
H -1.717 0.584 0.952
*
```



Entry Q
The molecule CH3ClI2Si, computed with ωB97M-V with the def2-TZVPD basis set.

As for the LUMO energy: -0.32 eV. For the gap between HOMO and LUMO, the calculation gives 9.41 eV. Its structure (SMILES) is C[Si](Cl)(I)I.

```
! RIJCOSX wB97M-V def2-TZVPD def2/J DEFGRID3
* xyz 0 1
C 0.969 -0.290 -0.529
Si -0.635 0.151 0.379
Cl -1.283 2.337 -0.024
I -2.544 -1.157 -0.374
I -0.633 -0.142 2.811
H 1.386 -1.313 -0.776
H 0.916 0.342 -1.562
H 1.824 0.071 0.074
*
```



The structure with the least stability is entry P.



Entry P
The molecule CH3NOP2S, computed with ωB97M-V with the def2-TZVPD basis set.

As for the LUMO energy (spin up / spin down): -0.97 / -1.14 eV. For the gap between HOMO and LUMO (spin up / spin down), the calculation gives 7.32 / 7.04 eV.

```
! RIJCOSX wB97M-V def2-TZVPD def2/J DEFGRID3
* xyz 0 1
C 1.213 0.955 0.143
N 0.512 1.511 -0.736
O -0.691 -0.794 0.341
P 0.924 -0.821 0.610
P -2.163 -0.392 1.051
S -0.349 1.208 -1.987
H 2.081 1.416 0.608
H 1.212 -1.388 -0.806
H -2.739 -1.696 0.775
*
```



Entry Q
The molecule CH3NOP2S, computed with ωB97M-V with the def2-TZVPD basis set.

As for the LUMO energy (spin up / spin down): -2.61 / -2.23 eV. For the gap between HOMO and LUMO (spin up / spin down), the calculation gives 6.31 / 6.73 eV.

```
! RIJCOSX wB97M-V def2-TZVPD def2/J DEFGRID3
* xyz 0 1
C 1.022 0.921 0.981
N -0.093 1.656 0.828
O -1.095 -1.393 1.008
P 1.591 -0.488 0.101
P -2.024 -0.682 0.089
S -1.454 1.384 -0.073
H 1.575 1.344 1.741
H 0.375 -0.482 -0.617
H -1.475 -0.790 -1.171
*
```



Entry R
A cluster of 2 separate species, CH3NOP2S in total, computed with ωB97M-V with the def2-TZVPD basis set.

As for the LUMO energy: -0.47 eV. For the gap between HOMO and LUMO, the calculation gives 8.19 eV.

```
! RIJCOSX wB97M-V def2-TZVPD def2/J DEFGRID3
* xyz 0 1
C 0.232 0.844 -1.189
N 1.157 1.442 -0.566
O 1.323 -1.503 -0.702
P -0.067 -0.919 -1.274
P 2.330 -1.034 0.535
S 2.710 0.919 -0.110
H -0.446 1.618 -1.403
H -0.881 -0.515 0.381
H 1.170 -0.536 1.494
*
```



The structure with the least stability is entry Q.



Entry P
A cluster of 2 separate species, H3O4P in total, computed with ωB97M-V with the def2-TZVPD basis set.

As for the LUMO energy (spin up / spin down): -1.38 / -1.38 eV. For the gap between HOMO and LUMO (spin up / spin down), the calculation gives 7.85 / 7.85 eV.

```
! RIJCOSX wB97M-V def2-TZVPD def2/J DEFGRID3
* xyz 0 1
O -1.117 1.552 -0.367
O 1.178 -0.401 0.363
O -1.384 0.352 0.157
O 1.563 0.613 -0.592
P -0.957 -0.998 -0.466
H 0.619 1.122 -0.775
H 1.782 -0.406 1.123
H -1.684 -1.834 0.557
*
```



Entry Q
The molecule H3O4P, computed with ωB97M-V with the def2-TZVPD basis set.

As for the LUMO energy: 0.67 eV. For the gap between HOMO and LUMO, the calculation gives 10.39 eV. Its structure (SMILES) is OOPOO.

```
! RIJCOSX wB97M-V def2-TZVPD def2/J DEFGRID3
* xyz 0 1
O 1.415 -2.095 0.676
O 0.481 -1.594 -0.259
P 0.615 -0.029 -0.693
O -0.643 0.796 0.430
O -1.180 1.587 -0.644
H 0.988 -2.414 1.447
H -0.466 -0.217 -1.697
H -0.980 2.512 -0.582
*
```



The structure with the least stability is entry P.